The following is a quantum chemistry calculation of an isolated molecule of C15H14N6O, from the OMol25 dataset.

## Properties
- largest force on an atom (eV/A) = 12.76
- frontier orbital gap (eV) = 6.6
- ΔE to the lowest compared entry with this formula, charge and spin (eV) = 9.0897

Element x y z (Å)
1 N -3.60 -5.60 1.25
2 O 2.62 0.58 -1.84
3 N -3.30 -4.26 1.47
4 N -2.89 -2.89 1.42
5 N -1.61 2.22 -1.16
6 C 1.63 0.37 -1.18
7 C -1.65 -2.46 1.30
8 C -0.35 -3.22 1.34
9 C 0.70 -2.72 0.63
10 C -1.57 -1.20 0.81
11 C -0.44 -0.51 0.35
12 C 0.72 -1.27 0.22
13 C -1.57 2.79 -2.38
14 C -0.54 1.33 -0.87
15 C -0.41 2.72 -3.23
16 C 0.63 2.02 -2.87
17 C 0.51 1.19 -1.73
18 N -0.55 0.78 0.36
19 N 1.81 -0.64 -0.16
20 C 3.22 -1.27 0.03
21 C 0.25 2.71 1.84
22 C -0.78 1.70 1.54
23 H -0.42 -4.23 1.63
24 H 1.61 -3.31 0.60
25 H -2.57 -0.73 1.05
26 H -2.52 3.26 -2.49
27 H -0.43 3.22 -4.18
28 H 1.56 1.90 -3.54
29 H 3.14 -2.32 0.42
30 H 3.71 -0.62 0.78
31 H 3.79 -1.35 -0.87
32 H 1.19 2.39 1.37
33 H 0.38 2.67 2.89
34 H 0.08 3.72 1.31
35 H -0.54 0.99 2.37
36 H -1.81 2.06 1.52